Entry 1:
# C8H14BrN4

The ion C8H14BrN4 with charge +1 (the ωB97M-V functional and the def2-TZVPD basis, the OMol25 dataset).

## Properties
* multiplicity: 1
* orbital gap: 10.878 eV
* SMILES: C=CCn1[nH]c([C@H](Br)CC)nc1=[NH2+]
* total charge: +1
* E_tot: -3106.01105 hartree

Geometry as XYZ:
```
27
C8H14BrN4 (the ωB97M-V functional and the def2-TZVPD basis)
H 0.83 2.48 -1.98
N 1.66 -0.22 0.64
H 2.43 2.07 -0.35
N -0.26 -1.29 0.54
C 0.67 0.63 0.82
N 1.74 -2.58 0.28
C -2.76 -2.27 -1.51
C -1.26 -2.35 0.44
H -1.43 0.43 0.90
Br -0.84 2.91 1.52
C 1.06 -1.42 0.47
H 1.45 2.12 2.00
C 1.68 2.78 -0.01
H 1.47 4.05 -1.69
C 0.87 2.08 1.09
H -0.08 3.68 -1.00
H -0.82 -3.23 -0.01
C -2.50 -1.89 -0.27
H -3.19 -1.26 0.28
H -2.21 -3.09 -1.94
H 1.66 -3.32 0.95
N -0.51 0.02 0.77
C 0.89 3.25 -1.23
H -3.53 -1.78 -2.09
H 2.21 3.60 0.45
H -1.53 -2.63 1.46
H 2.32 -2.76 -0.52
```

Here are the Mulliken charges for atoms 1 to 2, given in e:
1 H 0.308
2 N -0.570

***

Entry 2:
# C8H14Cl5FNO9V

A structure of composition C8H14Cl5FNO9V (the ωB97M-V functional and the def2-TZVPD basis, the OMol25 dataset).

## Properties
* multiplicity: 4
* orbital gap (spin up / spin down): 3.917 / 4.463 eV
* total charge: +1
* E_tot: -4389.20930 hartree

Geometry as XYZ:
```
39
C8H14Cl5FNO9V (the ωB97M-V functional and the def2-TZVPD basis)
F 3.17 -3.40 -1.91
Cl -0.42 1.51 -1.67
Cl 4.71 3.13 1.67
C 2.19 2.09 1.50
H 2.78 3.42 3.07
H 1.13 2.09 1.72
C -1.51 -0.22 2.80
H -2.23 -1.02 -3.43
H -2.15 -1.05 3.05
N -2.10 1.09 3.21
O -2.27 1.16 4.41
C -3.88 -0.99 -2.11
O 0.25 -3.48 1.11
Cl -2.74 -3.28 -3.07
H -0.62 -0.36 3.41
Cl -5.18 -1.22 -3.28
V -1.48 4.17 -2.04
O -1.11 1.12 -0.50
O 0.40 2.70 -1.41
Cl 2.74 0.59 2.33
H -4.20 -1.53 -1.22
C 2.80 -1.69 -0.31
H 3.87 -1.89 -0.23
O -2.56 1.85 2.38
O 1.19 -3.29 -0.95
O 2.00 -2.15 0.75
C -2.58 -1.62 -2.59
H -1.10 -0.15 1.79
H -1.87 -1.45 -1.78
C 1.01 -2.97 0.37
O -1.35 1.95 -2.73
H 1.79 -1.91 -2.29
H -3.86 0.08 -1.92
O 0.43 0.47 -2.11
H 2.62 -0.63 -0.47
C 2.97 3.27 2.01
H 2.23 1.93 0.43
H 2.68 4.19 1.52
C 2.22 -2.51 -1.49
```

Here are the Mulliken charges for atoms 1 to 2, given in e:
1 F -0.317
2 Cl 1.848

***

Entry 3:
# C8H14Cl6O4

A cluster of 4 separate species, C8H14Cl6O4 in total (the ωB97M-V functional and the def2-TZVPD basis, the OMol25 dataset).

## Properties
* multiplicity: 1
* orbital gap: 9.916 eV
* SMILES: COC(=O)OC.ClC(Cl)Cl.ClC(Cl)Cl.CC(C)=O
* total charge: 0
* E_tot: -3375.30126 hartree

Geometry as XYZ:
```
32
C8H14Cl6O4 (the ωB97M-V functional and the def2-TZVPD basis)
H -0.25 0.96 2.43
C -3.89 0.10 -1.08
C 1.59 -0.13 2.40
H -4.89 4.70 -0.15
H -3.34 -0.24 -0.21
C 2.23 -3.46 -3.25
O 2.46 -0.03 3.23
C 1.25 -1.45 1.80
C -4.69 2.17 -0.16
Cl 0.93 -2.36 -2.76
H -5.73 4.29 1.32
C 6.98 -1.27 0.20
Cl 5.96 -0.71 -1.04
Cl 2.59 -4.72 -1.99
H -4.43 -0.62 -1.68
H -6.67 4.76 -0.03
H 0.54 0.95 0.90
Cl 6.90 -3.00 0.38
O -5.81 2.89 -0.26
Cl 8.66 -0.77 -0.12
H 3.13 -2.91 -3.52
C -5.78 4.19 0.24
H 6.67 -0.84 1.15
O -4.93 0.99 -0.71
H 1.62 -1.50 0.77
H -3.17 0.60 -1.73
C 0.74 1.00 1.97
H 1.20 1.91 2.35
H 1.83 -2.18 2.35
Cl 1.69 -4.19 -4.80
O -3.58 2.51 0.29
H 0.18 -1.63 1.73
```

Here are the Mulliken charges for atoms 1 to 2, given in e:
1 H 0.301
2 C -0.610

***

Entry 4:
# C8H14F3O4P

A cluster of 2 separate species, C8H14F3O4P in total (the ωB97M-V functional and the def2-TZVPD basis, the OMol25 dataset).

## Properties
* multiplicity: 1
* orbital gap: 3.467 eV
* total charge: -2
* E_tot: -1255.07061 hartree

Geometry as XYZ:
```
30
C8H14F3O4P (the ωB97M-V functional and the def2-TZVPD basis)
H 2.53 0.77 -1.50
H -0.73 0.37 0.94
C 2.87 0.49 0.63
H -2.89 -0.32 2.09
C -0.72 1.99 -0.52
H 1.27 2.82 0.82
H -1.17 1.98 1.55
H -0.91 1.38 -1.40
F -4.21 -2.16 0.49
F -3.10 -1.08 -1.08
H 3.82 0.99 0.47
H -1.27 2.93 -0.61
H -4.32 0.07 1.13
C 0.47 -1.94 -2.30
H 4.17 -1.25 0.98
F -2.00 -2.08 0.57
C -3.09 -1.36 0.23
C -3.25 -0.11 1.08
H 2.41 0.88 1.54
H 1.23 -0.05 -0.68
C 1.95 0.77 -0.57
O -0.17 -2.97 -2.72
P 1.07 2.38 -0.52
O 1.05 -1.97 -1.11
H 2.50 -1.46 1.57
O -2.69 1.06 0.56
H 2.77 -1.51 -0.15
C 3.12 -1.04 0.78
O 0.57 -0.85 -3.01
C -1.27 1.28 0.71
```

Here are the Mulliken charges for atoms 1 to 2, given in e:
1 H 0.460
2 H 0.417

***

Entry 5:
# C8H14FIN3O7P2

The ion C8H14FIN3O7P2 with charge +1 (the ωB97M-V functional and the def2-TZVPD basis, the OMol25 dataset).

## Properties
* multiplicity: 1
* orbital gap: 8.931 eV
* SMILES: O=COCC[C@@H]1NC(N(CC(=O)I)PP(=O)(O)O)=[NH+][C@H](F)O1
* total charge: +1
* E_tot: -2084.25605 hartree

Geometry as XYZ:
```
36
C8H14FIN3O7P2 (the ωB97M-V functional and the def2-TZVPD basis)
O -2.37 2.00 2.13
H 1.02 -3.74 -0.72
O -1.24 1.23 -1.74
H 4.16 -0.11 -1.50
H -0.45 -3.46 -1.65
O 3.44 0.06 -0.86
C -2.02 0.24 -2.29
N -1.59 -1.09 -1.74
P 3.41 -1.25 0.09
H 0.14 2.44 0.32
O 4.46 -1.01 1.32
N -0.90 0.06 0.24
C -1.62 1.35 3.06
C -0.72 -0.99 -0.70
N 0.27 -1.81 -0.47
C -1.53 1.27 -0.36
C -0.94 2.60 0.17
I 1.55 -0.80 -3.54
H 3.94 -0.82 2.12
H -1.15 3.36 -0.59
C -1.65 3.07 1.49
P 1.42 -1.68 0.90
H -3.09 0.42 -2.12
O 3.90 -2.39 -0.69
H 1.13 -0.53 1.69
H -2.62 1.26 -0.20
H -1.21 -1.58 -2.55
H -2.41 3.81 1.20
O -2.14 0.69 3.87
O 2.00 -3.61 -3.03
C 0.50 -2.99 -1.34
H -0.92 3.56 2.14
F -1.79 0.24 -3.61
C 1.40 -2.74 -2.59
H -0.51 1.38 3.03
H -1.55 -0.33 0.94
```

Here are the Mulliken charges for atoms 1 to 2, given in e:
1 O -0.428
2 H 0.467

***

Entry 6:
# C8H14FN2O

The ion C8H14FN2O with charge +1 (the ωB97M-V functional and the def2-TZVPD basis, the OMol25 dataset).

## Properties
* multiplicity: 1
* orbital gap (spin up / spin down): 8.074 / 8.447 eV
* total charge: +1
* E_tot: -597.47496 hartree

Geometry as XYZ:
```
26
C8H14FN2O (the ωB97M-V functional and the def2-TZVPD basis)
H 0.33 1.78 -1.35
C -2.81 0.39 0.27
H 1.55 0.95 -2.07
H -0.26 1.49 1.25
O -3.06 1.19 1.16
H 0.00 -2.73 0.39
H 2.45 -1.35 0.48
H -4.46 0.80 -0.97
C 0.18 0.63 0.93
H 0.86 -2.09 1.81
H -1.15 -0.92 2.13
F -1.23 -0.81 -1.14
H 1.24 -1.54 -1.04
C 1.28 0.41 0.02
C 1.47 -1.13 0.02
C 0.35 -1.77 0.96
C -0.62 -0.72 1.20
N -3.60 0.28 -0.83
N 0.90 0.94 -1.34
H 0.37 0.13 -1.60
H -3.36 -0.49 -1.52
H 3.37 0.73 -0.44
H 2.38 2.12 -0.01
C 2.60 1.11 0.30
C -1.70 -0.50 0.11
H 2.90 1.09 1.28
```

Here are the Mulliken charges for atoms 1 to 2, given in e:
1 H 0.364
2 C 0.351

***

Entry 7:
# C8H14IN3

The ion C8H14IN3 with charge +2 (the ωB97M-V functional and the def2-TZVPD basis, the OMol25 dataset).

## Properties
* multiplicity: 1
* orbital gap: 8.682 eV
* total charge: +2
* E_tot: -774.41026 hartree

Geometry as XYZ:
```
26
C8H14IN3 (the ωB97M-V functional and the def2-TZVPD basis)
H 1.71 1.85 -0.73
C 1.23 -1.87 -0.67
H -0.72 2.92 -0.96
C -0.37 2.75 -0.01
H 1.54 2.67 1.05
H -0.42 1.28 1.51
C 1.80 -1.06 0.26
C -1.37 -0.81 0.37
H -0.25 1.29 -2.13
H -2.34 -0.54 0.02
H -1.34 -0.48 1.48
I 3.74 -0.16 0.04
H -1.53 -4.11 0.54
H -0.54 -0.34 -2.31
H 4.78 -1.31 0.87
H -0.85 3.58 0.65
C -0.18 1.34 0.52
H -2.75 -2.93 0.36
C 0.97 2.24 0.11
N 0.15 -2.55 -0.40
N -0.51 0.45 -1.67
H 1.57 -1.30 1.26
N -1.78 -3.15 0.54
H 1.60 -2.00 -1.81
C -0.95 -2.22 0.12
C -0.64 0.30 -0.36
```

Here are the Mulliken charges for atoms 1 to 2, given in e:
1 H 0.276
2 C -0.259

***

Entry 8:
# C8H14N2

A cluster of 2 separate species, C8H14N2 in total (the ωB97M-V functional and the def2-TZVPD basis, the OMol25 dataset).

## Properties
* multiplicity: 1
* orbital gap: 11.813 eV
* SMILES: CCCC#N.CCCC#N
* total charge: 0
* E_tot: -422.62989 hartree

Geometry as XYZ:
```
24
C8H14N2 (the ωB97M-V functional and the def2-TZVPD basis)
N -0.56 -2.35 -1.56
C -0.09 1.31 0.45
H 1.52 -0.88 0.83
H -1.08 0.60 -2.87
H 1.73 -0.28 2.96
C 0.68 -0.40 2.69
H 1.40 1.83 -1.68
H 0.22 0.57 2.57
H 0.14 -0.85 3.52
N 0.59 1.77 1.24
H 0.25 -0.23 -2.10
H -1.24 -2.34 1.49
C -0.72 -1.59 0.90
H 1.21 -2.31 1.68
C -1.03 0.71 -0.64
C -0.34 0.68 -2.07
H 1.13 1.87 -3.41
H -0.02 2.78 -2.34
H -1.27 -0.67 1.07
C 0.77 -1.33 1.48
C 0.62 1.90 -2.44
H -1.80 1.46 -0.86
H -1.51 -0.23 -0.37
C -0.62 -2.01 -0.52
```

Here are the Mulliken charges for atoms 1 to 2, given in e:
1 N -0.424
2 C 0.183

***

Look up the E_tot of the eighth one. -422.62989 hartree

***

Look up the total charge of the fourth one. -2